No. 1
{
  "formula": "C8H24N2OSi",
  "method": "ωB97M-V with the def2-TZVPD basis set",
  "lumo_ev": [-7.15, -7.15],
  "multiplicity": 1,
  "fmax_ev_per_a": 5.031,
  "total_energy_ha": -792.719717,
  "total_charge": 2,
  "molar_mass_g_mol": 192.38,
  "homo_energy_ev": [-15.209, -15.210],
  "orbital_gap_ha": [0.2960, 0.2960],
  "species": ["C", "C", "C", "C", "C", "C", "C", "C", "N", "N", "O", "Si", "H", "H", "H", "H", "H", "H", "H", "H", "H", "H", "H", "H", "H", "H", "H", "H", "H", "H", "H", "H", "H", "H", "H", "H"],
  "coordinates": [[3.970, 0.710, -0.097], [2.311, -0.563, 1.430], [-3.462, 1.238, -0.364], [-2.673, -2.810, -0.416], [-1.084, 0.023, 2.084], [2.494, 0.369, 0.238], [-2.009, 1.153, -0.706], [1.632, -0.139, -0.982], [-1.444, 2.346, -0.094], [2.145, -1.297, -1.749], [-2.025, -1.522, -0.412], [-1.190, -0.371, 0.192], [4.495, -0.085, -0.369], [4.384, 1.224, 0.739], [3.872, 1.365, -0.935], [2.794, -0.181, 2.267], [1.223, -0.760, 1.475], [2.857, -1.405, 1.028], [-4.015, 0.274, -0.540], [-3.891, 2.090, -0.877], [-3.607, 1.413, 0.697], [-2.507, -3.069, -1.420], [-3.726, -2.812, -0.415], [-2.172, -3.431, 0.410], [-0.675, 0.981, 2.383], [-1.988, 0.059, 2.499], [-0.542, -0.682, 2.633], [1.953, 1.221, 0.419], [-1.925, 0.985, -1.747], [1.513, 0.531, -1.782], [-1.922, 3.183, -0.659], [-1.596, 2.207, 0.898], [-0.369, 2.484, -0.055], [1.533, -2.068, -1.757], [3.125, -1.577, -1.336], [2.521, -1.086, -2.685]]
}


No. 2
{
  "formula": "C8H24NO6Pd",
  "method": "ωB97M-V with the def2-TZVPD basis set",
  "lumo_ev": [-6.54, -10.95],
  "multiplicity": 4,
  "fmax_ev_per_a": 2.756,
  "total_energy_ha": -952.488214,
  "total_charge": 2,
  "molar_mass_g_mol": 336.70,
  "homo_energy_ev": [-16.413, -16.408],
  "orbital_gap_ha": [0.3628, 0.2004],
  "s_squared": 3.761,
  "species": ["Pd", "O", "H", "C", "C", "C", "O", "C", "N", "H", "H", "H", "H", "H", "H", "H", "H", "H", "H", "H", "C", "C", "O", "O", "H", "H", "H", "H", "H", "H", "C", "C", "O", "O", "H", "H", "H", "H", "H", "H"],
  "coordinates": [[-0.387, 0.563, 0.642], [-2.416, 0.516, 1.160], [-2.994, 1.296, 1.055], [0.414, -2.900, -1.827], [0.413, -1.829, -0.832], [1.655, -0.856, -1.041], [1.560, 0.318, -0.182], [2.778, 1.072, -0.231], [-0.787, -0.999, -1.053], [-0.444, -3.543, -1.628], [1.279, -3.562, -1.804], [0.272, -2.512, -2.835], [0.495, -2.233, 0.177], [1.768, -0.443, -2.043], [2.623, -1.329, -0.878], [2.872, 1.907, 0.464], [2.756, 1.470, -1.246], [3.692, 0.488, -0.124], [-1.652, -1.519, -1.028], [-0.636, -0.712, -2.010], [-2.179, 2.808, -2.709], [-1.410, 3.142, -1.404], [-0.473, 2.127, -1.178], [-1.172, 2.629, -3.687], [-2.832, 3.612, -3.047], [-2.804, 1.918, -2.642], [-2.006, 3.346, -0.514], [-0.898, 4.101, -1.483], [0.086, 2.242, -1.950], [-1.027, 3.502, -4.060], [-0.471, -0.921, 3.446], [0.372, -1.436, 4.609], [0.490, -2.861, 4.516], [0.291, -0.860, 2.260], [-0.988, 0.005, 3.700], [-1.299, -1.573, 3.169], [-0.110, -1.194, 5.556], [1.355, -0.964, 4.598], [1.066, -3.114, 3.791], [0.746, -1.704, 2.290]]
}


No. 3
{
  "formula": "C8H24O10SV",
  "method": "ωB97M-V with the def2-TZVPD basis set",
  "lumo_ev": 2.45,
  "multiplicity": 1,
  "fmax_ev_per_a": 4.447,
  "total_energy_ha": -2413.898504,
  "total_charge": -1,
  "molar_mass_g_mol": 363.28,
  "homo_energy_ev": -4.328,
  "orbital_gap_ha": 0.2491,
  "species": ["O", "V", "O", "S", "O", "O", "O", "O", "C", "O", "H", "H", "H", "H", "C", "O", "H", "H", "H", "H", "C", "C", "C", "O", "H", "H", "H", "H", "H", "H", "H", "H", "C", "C", "C", "O", "H", "H", "H", "H", "H", "H", "H", "H"],
  "coordinates": [[-22.220, 5.721, -11.713], [-23.493, 5.226, -10.895], [-23.863, 6.433, -9.929], [-23.996, 2.888, -13.354], [-22.893, 1.980, -13.587], [-24.156, 3.874, -14.488], [-25.338, 2.256, -13.292], [-23.793, 3.642, -12.054], [-20.894, 5.514, -14.905], [-21.631, 4.351, -15.181], [-21.079, 5.823, -13.868], [-19.825, 5.338, -15.039], [-21.198, 6.368, -15.531], [-22.585, 4.545, -15.061], [-25.204, 7.593, -12.714], [-24.732, 6.268, -12.704], [-24.436, 8.281, -12.370], [-25.562, 7.895, -13.703], [-26.089, 7.727, -12.075], [-25.174, 5.742, -13.384], [-27.848, 4.632, -9.413], [-26.357, 4.745, -9.199], [-25.882, 3.978, -7.971], [-25.620, 4.407, -10.371], [-28.458, 5.216, -8.723], [-28.273, 3.622, -9.406], [-28.093, 5.014, -10.411], [-26.125, 5.790, -8.991], [-24.829, 4.197, -7.788], [-26.073, 2.907, -8.049], [-26.423, 4.360, -7.101], [-26.052, 3.636, -10.764], [-20.472, 3.894, -8.171], [-21.048, 3.967, -9.590], [-20.567, 2.895, -10.527], [-22.503, 3.922, -9.441], [-20.927, 3.022, -7.682], [-20.736, 4.771, -7.584], [-19.392, 3.750, -8.167], [-20.855, 4.989, -9.903], [-20.895, 3.112, -11.544], [-20.904, 1.907, -10.208], [-19.475, 2.896, -10.505], [-22.745, 3.068, -9.072]]
}


No. 4
{
  "formula": "C8H24O4",
  "method": "ωB97M-V with the def2-TZVPD basis set",
  "lumo_ev": 0.66,
  "multiplicity": 1,
  "fmax_ev_per_a": 1.966,
  "total_energy_ha": -620.106530,
  "molar_mass_g_mol": 184.28,
  "homo_energy_ev": -9.872,
  "orbital_gap_ha": 0.3872,
  "species": ["C", "C", "O", "H", "H", "H", "H", "H", "H", "C", "C", "O", "H", "H", "H", "H", "H", "H", "C", "C", "O", "H", "H", "H", "H", "H", "H", "C", "C", "O", "H", "H", "H", "H", "H", "H"],
  "coordinates": [[0.498, 3.164, 0.335], [0.085, 1.766, 0.798], [-1.343, 1.668, 0.939], [1.584, 3.233, 0.449], [0.097, 3.943, 0.986], [0.270, 3.412, -0.698], [0.560, 1.540, 1.750], [0.425, 1.113, -0.011], [-1.461, 0.875, 1.479], [-1.564, -2.067, 2.739], [-1.723, -2.673, 1.367], [-0.785, -1.964, 0.510], [-0.531, -2.111, 3.069], [-2.227, -2.695, 3.351], [-1.939, -1.045, 2.752], [-2.732, -2.583, 0.957], [-1.377, -3.714, 1.323], [-1.057, -2.037, -0.412], [2.549, -2.543, -0.531], [2.678, -1.597, 0.644], [2.832, -2.277, 1.891], [2.431, -1.954, -1.444], [1.701, -3.225, -0.521], [3.479, -3.109, -0.615], [1.802, -0.941, 0.705], [3.574, -0.984, 0.483], [2.812, -1.602, 2.575], [-0.490, 2.085, -3.435], [-1.721, 2.282, -2.602], [-1.947, 1.098, -1.802], [-0.597, 1.284, -4.165], [0.380, 1.880, -2.806], [-0.199, 2.962, -4.029], [-2.617, 2.372, -3.225], [-1.739, 3.141, -1.928], [-1.707, 1.304, -0.876]]
}


No. 5
{
  "formula": "C8H24O5",
  "method": "ωB97M-V with the def2-TZVPD basis set",
  "lumo_ev": 0.37,
  "multiplicity": 1,
  "fmax_ev_per_a": 3.389,
  "total_energy_ha": -695.298921,
  "molar_mass_g_mol": 200.28,
  "homo_energy_ev": -9.232,
  "orbital_gap_ha": 0.3528,
  "species": ["C", "C", "C", "C", "C", "C", "C", "C", "H", "H", "H", "H", "H", "H", "H", "H", "H", "H", "H", "H", "H", "H", "O", "H", "H", "O", "H", "H", "O", "H", "H", "O", "H", "H", "O", "H", "H"],
  "coordinates": [[-1.923, -2.035, -3.272], [-0.594, -1.710, -2.670], [-0.362, -1.193, -1.477], [0.962, -0.675, -1.085], [1.616, 0.454, -1.318], [2.942, 0.515, -0.611], [3.311, 2.011, -0.300], [2.765, 2.764, 0.919], [-2.212, -1.250, -3.984], [-2.601, -2.118, -2.416], [-1.826, -2.977, -3.787], [0.276, -1.860, -3.309], [-1.151, -1.110, -0.754], [1.375, -1.504, -0.454], [1.300, 1.202, -2.004], [3.677, 0.134, -1.300], [3.042, 0.016, 0.358], [2.971, 2.495, -1.237], [4.388, 1.965, -0.194], [2.820, 3.807, 0.563], [1.714, 2.622, 1.035], [3.472, 2.589, 1.726], [0.389, -1.250, 1.794], [1.319, -0.898, 1.628], [-0.113, -0.437, 1.593], [-1.483, -0.653, 3.588], [-0.841, -1.048, 2.980], [-1.727, -1.398, 4.146], [-2.605, 3.002, 0.376], [-3.267, 3.488, 0.866], [-2.339, 2.211, 0.850], [-0.716, -3.422, 1.406], [0.093, -2.964, 1.210], [-1.376, -2.811, 1.725], [-4.050, 0.716, 1.276], [-4.362, 0.511, 0.389], [-4.885, 0.811, 1.743]]
}